Record 1
Density functional theory data (ωB97M-V/def2-TZVPD) for an isolated molecule of C3H3Cl2N at a distorted geometry.

Cartesian coordinates (Å):
C 1.07168 -1.28228 -0.13684
C -1.07711 0.22508 0.01455
C 0.40799 0.41356 0.06354
N 1.42207 -2.37200 -0.04506
Cl 1.16297 1.05054 1.61113
Cl 1.12582 1.30450 -1.35821
H -1.31223 -0.72219 0.15864
H -1.30936 0.39236 -0.98709
H -1.49183 0.99043 0.67933

- HOMO: -11.70 eV
- Calculated total energy: -29692.3263 eV
- SMILES: CC(Cl)(Cl)C#N
- E_LUMO: 0.175 eV
- Relative energy (zero: lowest compared OMol25 entry of this formula, charge and spin): 1.9063 eV
- Charge: 0
- HOMO-LUMO gap: 0.436 hartree

Results of the Mulliken charge analysis, in e, for atoms 1 through 8: C 0.0813; C -1.2275; C 0.5821; N -0.3446; Cl -0.1094; Cl -0.1238; H 0.4107; H 0.3982


Record 2
Density functional theory data (ωB97M-V/def2-TZVPD) for C7H9N as an isolated structure at a distorted geometry.

Cartesian coordinates (Å):
C -2.06007 -0.32412 -1.13064
N 1.37184 -0.88286 -1.33041
C 1.29757 -0.75706 0.04515
C -1.26803 0.16392 0.01805
C -1.25784 1.06088 1.03580
C -0.18310 1.16093 0.05328
C 1.19961 0.58946 0.57108
C 1.06608 -0.57262 1.41351
H -2.90131 0.30721 -1.38570
H -2.33983 -1.36743 -0.94155
H -1.32576 -0.43928 -1.94821
H 0.53793 -1.45161 -0.56656
H 1.81068 -1.75790 -1.61729
H -1.29002 0.81549 2.09956
H -0.09832 1.65052 -0.91398
H 2.06197 1.24606 0.51936
H 1.69690 -1.03936 2.14795

- HOMO: -7.51 eV
- Calculated total energy: -8884.0280 eV
- E_LUMO: 0.290 eV
- Relative energy (zero: lowest compared OMol25 entry of this formula, charge and spin): 11.1284 eV
- Charge: 0
- HOMO-LUMO gap: 0.287 hartree

Results of the Mulliken charge analysis, in e, for atoms 1 through 8: C -1.3727; N -0.6435; C 0.2374; C 0.2773; C -0.4360; C -0.1231; C -0.2960; C -0.5972


Record 3
Density functional theory data (ωB97M-V/def2-TZVPD) for C35H28ClF3N6O7SSn as an isolated structure at a distorted geometry.

Cartesian coordinates (Å):
Sn 0.13020 0.45340 0.50600
O 2.31890 -6.09560 -3.22490
C 2.28600 -5.77850 -2.03600
O 2.82950 -6.33990 -1.06410
C 1.46290 -4.49910 -1.70610
C 1.59160 -3.36540 -2.49700
C 0.90040 -2.20550 -2.14640
N 0.07550 -2.17250 -1.10570
C -0.11430 -3.26600 -0.38030
C 0.58310 -4.44790 -0.63370
C -1.14510 -3.15610 0.66450
C -1.26030 -4.08110 1.70590
C -2.31790 -3.97070 2.58820
C -3.24480 -2.95600 2.39950
C -3.02020 -2.05760 1.36570
N -2.00580 -2.14990 0.53020
C 0.98230 -0.94490 -2.91030
C 1.64150 -0.84220 -4.13550
C 1.61290 0.36460 -4.81250
C 0.91800 1.42560 -4.26110
C 0.29920 1.24020 -3.03170
N 0.33390 0.09430 -2.38310
H 2.22690 -3.41370 -3.36730
H 0.44510 -5.33750 -0.03870
H -0.53010 -4.86500 1.82780
H -2.42450 -4.67080 3.40900
H -4.11150 -2.86410 3.03960
H -3.70050 -1.23440 1.18250
H 2.16660 -1.68180 -4.56200
H 2.12040 0.46600 -5.76290
H 0.86720 2.38030 -4.75690
H -0.22680 2.05100 -2.54710
Cl -4.09780 7.21420 1.21980
C -2.99050 5.87770 1.11520
C -1.68830 6.03440 1.61150
C -0.81550 4.99060 1.53720
C -1.17660 3.72480 0.97280
O -0.32100 2.79980 0.90860
C -2.52070 3.60170 0.48330
C -3.00860 2.38730 -0.09170
O -2.47650 1.28970 -0.14970
C -3.39740 4.69990 0.55860
H -1.38840 6.98280 2.03910
H 0.20320 5.07830 1.87850
H -4.03480 2.49700 -0.52570
H -4.40260 4.59880 0.16800
N 3.48150 -5.46610 1.42260
C 2.99800 -4.18550 1.43400
C 2.07960 -3.70860 2.37610
C 1.55830 -2.44150 2.21510
N 1.92300 -1.60960 1.24990
C 2.88700 -2.01060 0.42820
C 3.44290 -3.26550 0.47200
H 3.00120 -6.09840 2.05050
H 3.49050 -5.84330 0.46050
H 1.73120 -4.35300 3.17480
H 0.79060 -2.07330 2.88180
H 3.19660 -1.28840 -0.31540
H 4.18170 -3.57430 -0.24860
F 3.01300 5.14650 -1.93160
C 2.97140 3.83060 -1.61400
F 2.91670 3.18700 -2.80110
F 4.18480 3.54560 -1.09860
S 1.50360 3.39700 -0.44030
O 0.43790 3.80630 -1.31630
O 1.88550 4.23360 0.65700
O 1.82010 1.97190 -0.36920
C 2.99250 0.84800 2.79440
C 1.70440 0.66880 3.53110
C 1.51240 0.60320 4.89480
C 0.12620 0.47540 5.10120
C -0.45070 0.46810 3.84940
C -1.90290 0.42240 3.49710
N 0.50770 0.57550 2.88600
H 3.51590 -0.10100 2.65190
H 3.65360 1.51960 3.34050
H 2.78210 1.27550 1.81700
H 2.27720 0.64370 5.65580
H -0.37820 0.41870 6.05410
H -2.42310 -0.34550 4.07230
H -2.00300 0.20670 2.43310
H -2.38040 1.38330 3.69910

- HOMO: -2.11 eV
- Calculated total energy: -97368.7318 eV
- E_LUMO: 3.996 eV
- Relative energy (zero: lowest compared OMol25 entry of this formula, charge and spin): 0.3584 eV
- Charge: -2
- HOMO-LUMO gap: 0.224 hartree

Results of the Mulliken charge analysis, in e, for atoms 1 through 8: Sn 2.4129; O -0.7448; C 0.1861; O -0.7560; C 0.0431; C -0.9669; C 0.3925; N -0.0200


Record 4
Density functional theory data (ωB97M-V/def2-TZVPD) for C3H4O4Sr as an isolated structure at a distorted geometry.

Cartesian coordinates (Å):
C 0.19829 2.22894 -1.43165
C 0.31360 1.30595 -0.25212
O 0.40421 -0.07023 -0.73308
C 0.33287 -1.07417 0.12154
O 0.32576 -2.24903 -0.34448
O 0.15160 -0.88425 1.35760
O -0.71670 2.13083 -2.22044
Sr -0.50999 -3.34222 1.73017
H 1.01634 2.96868 -1.56843
H -0.53554 1.49877 0.41895
H 1.21530 1.53454 0.33298
H -2.19574 -4.04782 2.58897

- HOMO: -8.22 eV
- Calculated total energy: -12200.8131 eV
- E_LUMO: -0.692 eV
- Relative energy (zero: lowest compared OMol25 entry of this formula, charge and spin): 0.0000 eV
- Charge: 0
- HOMO-LUMO gap: 0.277 hartree

Results of the Mulliken charge analysis, in e, for atoms 1 through 8: C -0.0234; C -0.2812; O -0.2634; C 1.0461; O -0.8984; O -0.8951; O -0.4303; Sr 1.2397


Record 5
Density functional theory data (ωB97M-V/def2-TZVPD) for C31H43Cl2IrO2P3S as an isolated structure at a distorted geometry.

Cartesian coordinates (Å):
P 1.44960 1.35293 -2.47896
C 3.11819 1.37843 -2.07638
C 3.76699 0.75843 -3.17027
H 3.17955 0.11758 -3.82736
C 5.09389 1.08531 -3.43942
H 5.56076 0.67571 -4.33342
C 5.76254 1.93934 -2.54426
H 6.80043 2.18922 -2.77074
C 5.15741 2.45834 -1.39306
H 5.72681 3.10651 -0.71663
C 3.80579 2.16896 -1.11599
H 3.29676 2.53682 -0.22878
C 0.76299 -0.23639 -2.80103
C 1.30891 -1.50585 -2.44979
H 2.14915 -1.56475 -1.74658
C 0.76083 -2.64952 -3.02517
H 1.20004 -3.65093 -2.81779
C -0.31813 -2.53013 -3.91529
H -0.71214 -3.41753 -4.41902
C -0.92138 -1.28658 -4.19555
H -1.75122 -1.18361 -4.90659
C -0.42369 -0.15569 -3.57285
H -0.85443 0.83463 -3.75071
C 0.43872 2.72460 -2.18432
C 0.67648 3.38240 -3.41513
H 1.41900 2.91578 -4.08759
C -0.02721 4.52025 -3.73984
H 0.15827 4.99581 -4.70859
C -0.95897 5.00889 -2.79186
H -1.51834 5.90528 -3.06521
C -1.16053 4.39978 -1.54675
H -1.88924 4.83228 -0.83120
C -0.43834 3.24478 -1.20254
H -0.49911 2.81763 -0.20202
Ir 0.12206 -0.32425 3.09837
C -1.54874 -1.16874 2.27835
C -1.97961 -1.26247 1.01706
H -2.21735 -1.59506 3.06005
C -1.27300 -0.58337 -0.16560
O -2.12926 0.50654 -0.62926
H -1.60590 1.16077 -1.13467
C 0.00877 -0.01387 0.24301
H -1.04226 -1.32935 -0.98415
C 0.63931 0.13005 1.40065
Cl -0.56337 -0.75215 5.24613
Cl 2.18530 0.67470 3.64468
P 1.41418 -2.22120 2.66368
C 2.19328 -2.58216 4.25775
H 1.40931 -2.85937 4.96862
H 2.67928 -1.66614 4.60911
H 2.92379 -3.38672 4.11962
C 0.39619 -3.66723 2.26221
H -0.06489 -3.53821 1.27513
H -0.39246 -3.75414 3.01855
H 1.02339 -4.56849 2.26610
C 2.73788 -2.20510 1.41980
H 3.28826 -1.25841 1.47638
H 2.32253 -2.31711 0.41025
H 3.42381 -3.03992 1.62195
P -3.58638 -2.07947 0.51926
C -4.20354 -3.13357 1.83522
C -3.29545 -3.07167 -0.96802
H -4.33846 -2.54440 2.74944
H -3.49380 -3.94656 2.03092
H -5.17054 -3.57876 1.56092
H -2.89674 -2.44005 -1.77247
H -4.22283 -3.54738 -1.31945
H -2.56605 -3.85826 -0.73446
C -4.81006 -0.81744 0.10918
H -5.06194 -0.25047 1.01333
H -5.72992 -1.26039 -0.29667
H -4.36289 -0.13931 -0.62693
H 1.55631 0.75796 1.22380
C -0.25433 2.63353 4.71180
S -0.58452 2.07657 3.06427
C -2.35803 2.09230 2.95617
O -0.07495 3.08546 2.11890
H -1.02804 2.24544 5.37526
H -0.23198 3.72589 4.69387
H 0.71736 2.21966 4.99487
H -2.66841 3.13694 2.84505
H -2.64663 1.50793 2.07594
H -2.75900 1.63876 3.86673

- HOMO (alpha / beta): -7.99 / -12.68 eV
- Spin multiplicity: 6
- Calculated total energy: -103502.3505 eV
- Expectation value of S²: 8.818
- E_LUMO (alpha / beta): -6.018 / -9.169 eV
- Relative energy (zero: lowest compared OMol25 entry of this formula, charge and spin): 0.4935 eV
- Charge: +2
- HOMO-LUMO gap (alpha / beta): 0.073 / 0.129 hartree

Results of the Mulliken charge analysis, in e, for atoms 1 through 8: P 0.1428; C 1.2901; C -0.6077; H 0.3910; C -0.8195; H 0.4275; C -0.4274; H 0.4003


Record 6
Density functional theory data (ωB97M-V/def2-TZVPD) for a 2-piece molecular cluster, C5H16N3 overall at a distorted geometry.

Cartesian coordinates (Å):
C 2.30190 0.05329 1.14360
C 2.93786 1.29414 0.47542
C -0.11657 -0.51436 1.49225
N 0.85738 0.11964 0.89202
N -0.00037 -1.67297 2.13337
N -1.35465 0.07013 1.34021
H 2.74398 -0.95448 0.93871
H 2.55996 0.06946 2.24117
H 2.41894 1.70152 -0.37683
H 3.90193 1.08986 -0.00977
H 0.70581 0.99166 0.28171
H 0.91551 -2.08881 2.12319
H -0.61743 -2.11836 2.78499
H -1.46069 0.96914 0.93599
H -2.08226 -0.66061 1.24800
H 2.95719 2.14781 1.16043
C -2.01516 -0.70051 -2.01225
C -2.14884 0.64716 -2.69243
H -2.98989 -1.24777 -1.89859
H -1.33419 -1.48015 -2.29732
H -1.58251 -0.56938 -1.00282
H -1.64542 0.44356 -3.75347
H -3.22032 0.91480 -2.90754
H -1.73216 1.49524 -2.24003

- HOMO (alpha / beta): -18.50 / -17.95 eV
- Spin multiplicity: 2
- Calculated total energy: -9893.9595 eV
- Expectation value of S²: 0.756
- E_LUMO (alpha / beta): -6.804 / -14.227 eV
- Relative energy (zero: lowest compared OMol25 entry of this formula, charge and spin): 2.8657 eV
- Charge: +2
- HOMO-LUMO gap (alpha / beta): 0.430 / 0.137 hartree

Results of the Mulliken charge analysis, in e, for atoms 1 through 8: C -0.2502; C -1.4159; C 0.6698; N -0.1299; N -0.3244; N -0.4352; H 0.3549; H 0.3634


Record 7
Density functional theory data (ωB97M-V/def2-TZVPD) for an isolated ion of composition C6H11N2O and charge +1 at a distorted geometry.

Cartesian coordinates (Å):
C -0.42977 -2.18696 -0.44067
C -1.66109 -1.33075 -0.46781
C 0.79369 -1.80685 -0.48133
C -1.42865 0.12067 -0.08214
C 1.54035 1.85332 0.82767
C 0.12789 1.91033 0.25677
N -0.26103 0.57687 -0.11030
N 2.02714 -1.54243 -0.50103
O -2.51785 0.82564 0.25558
H -0.62456 -3.25325 -0.37387
H -2.07094 -1.35971 -1.48604
H -2.41049 -1.78096 0.19084
H 1.56737 1.20009 1.69834
H 2.23408 1.47849 0.07697
H 1.87257 2.84281 1.12944
H -0.58061 2.34062 0.97302
H 0.11109 2.53225 -0.64497
H 2.51764 -1.28570 0.35297
H 2.53060 -1.45289 -1.38118
H -3.33741 0.31841 0.20773

- HOMO: -13.66 eV
- Calculated total energy: -11419.8837 eV
- SMILES: CC/N=C(\O)CC=C=[NH2+]
- E_LUMO: -4.086 eV
- Relative energy (zero: lowest compared OMol25 entry of this formula, charge and spin): 2.2830 eV
- Charge: +1
- HOMO-LUMO gap: 0.352 hartree

Results of the Mulliken charge analysis, in e, for atoms 1 through 8: C -0.4706; C -0.5589; C 0.2682; C 0.5383; C -1.0703; C -0.4142; N -0.2903; N -0.1830


Record 8
Density functional theory data (ωB97M-V/def2-TZVPD) for an isolated molecule of C4H5NS at a distorted geometry.

Cartesian coordinates (Å):
C -0.88673 -2.05008 0.26028
C 1.31929 1.01282 -1.66127
C -0.82764 0.24960 1.39774
C -1.13936 -1.03311 0.83816
N 0.53256 0.89897 -0.68337
S 0.91066 0.41518 0.83890
H -0.92018 -2.99107 -0.20510
H 0.89062 1.37926 -2.58508
H 2.38251 0.79530 -1.65341
H -1.39938 1.06763 0.96800
H -0.86236 0.25551 2.48515

- HOMO: -8.43 eV
- Calculated total energy: -16550.8455 eV
- SMILES: C#CCSN=C
- E_LUMO: 0.919 eV
- Relative energy (zero: lowest compared OMol25 entry of this formula, charge and spin): 3.2194 eV
- Charge: 0
- HOMO-LUMO gap: 0.344 hartree

Results of the Mulliken charge analysis, in e, for atoms 1 through 8: C -0.3517; C -0.2605; C -0.3911; C -0.1812; N -0.2972; S -0.0179; H 0.4165; H 0.2408